No. 1
Here is the molecule C22H21N3O5 from the Open Molecules 2025 dataset. Energies are from ωB97M-V with the def2-TZVPD basis set.

Summary:
Relative energy (zero: lowest compared OMol25 entry of this formula, charge and spin)   4.549 eV
HOMO-LUMO gap   8.7 eV
LUMO level   0.022 Eh
SMILES   COc1ccc(Cc2nc3ccc(C(=O)NCc4cc(C)no4)cc3o2)cc1OC

Last column: natural (NBO) charge in e.
Geometry (Å):
C  3.512  -5.615  2.463  -0.25
H  3.497  -6.384  1.684  0.18
O  4.355  -4.545  2.120  -0.52
C  4.063  -3.806  0.998  0.28
C  2.975  -4.076  0.176  -0.29
C  2.708  -3.321  -0.951  -0.22
C  3.536  -2.263  -1.289  -0.02
C  4.615  -1.978  -0.472  -0.23
C  4.904  -2.727  0.666  0.26
O  6.013  -2.300  1.331  -0.50
C  6.442  -2.909  2.528  -0.24
H  6.712  -3.956  2.376  0.18
H  5.684  -2.841  3.311  0.18
H  7.325  -2.346  2.829  0.19
H  5.278  -1.157  -0.695  0.22
C  3.237  -1.425  -2.510  -0.48
C  1.962  -0.700  -2.285  0.55
N  0.794  -1.071  -2.688  -0.49
C  -0.074  -0.124  -2.199  0.14
C  -1.452  0.010  -2.300  -0.22
C  -2.030  1.108  -1.696  -0.21
C  -1.270  2.055  -0.996  -0.14
C  0.107  1.914  -0.862  -0.21
C  0.684  0.825  -1.479  0.23
O  1.983  0.439  -1.547  -0.41
H  0.679  2.634  -0.300  0.25
C  -1.898  3.232  -0.327  0.67
O  -1.476  3.702  0.711  -0.62
N  -2.952  3.767  -0.993  -0.60
H  -3.282  3.344  -1.845  0.40
C  -3.726  4.862  -0.449  -0.28
C  -5.074  4.391  -0.011  0.31
C  -5.611  4.129  1.214  -0.36
C  -6.922  3.663  0.923  0.15
N  -7.118  3.654  -0.369  -0.14
O  -5.984  4.101  -0.961  -0.28
C  -7.967  3.232  1.882  -0.64
H  -7.600  2.405  2.487  0.23
H  -8.220  4.054  2.550  0.23
H  -8.854  2.920  1.340  0.24
H  -5.152  4.246  2.172  0.24
H  -3.172  5.243  0.412  0.26
H  -3.835  5.646  -1.205  0.22
H  -3.105  1.216  -1.740  0.21
H  -2.039  -0.721  -2.830  0.23
H  3.116  -2.063  -3.386  0.25
H  4.039  -0.706  -2.677  0.24
H  1.852  -3.553  -1.565  0.22
H  2.315  -4.895  0.414  0.22
H  2.490  -5.278  2.664  0.18
H  3.937  -6.036  3.374  0.20

***

No. 2
Here is the molecule C22H21N3O6S2 from the Open Molecules 2025 dataset. Energies are from ωB97M-V with the def2-TZVPD basis set.

Summary:
Relative energy (zero: lowest compared OMol25 entry of this formula, charge and spin)   0.523 eV
HOMO-LUMO gap   8.9 eV
LUMO level   -0.002 Eh
SMILES   Cc1ccnc(SCc2cc(=O)c(OC(=O)c3ccc(S(=O)(=O)N4CCCC4)cc3)co2)n1

Last column: natural (NBO) charge in e.
Geometry (Å):
C  0.139  3.574  0.689  -0.67
C  -0.981  2.937  -0.054  0.28
N  -2.188  2.970  0.498  -0.48
C  -3.176  2.414  -0.180  0.26
N  -3.099  1.824  -1.360  -0.51
C  -1.889  1.774  -1.906  0.09
C  -0.779  2.319  -1.293  -0.32
H  0.207  2.260  -1.721  0.25
H  -1.834  1.275  -2.865  0.20
S  -4.747  2.472  0.602  0.29
C  -5.640  1.174  -0.354  -0.57
C  -4.928  -0.118  -0.154  0.38
C  -4.223  -0.746  -1.124  -0.35
C  -3.396  -1.890  -0.829  0.45
O  -2.689  -2.497  -1.621  -0.58
C  -3.446  -2.280  0.590  0.13
C  -4.234  -1.618  1.463  0.13
O  -4.971  -0.554  1.114  -0.42
H  -4.338  -1.886  2.503  0.21
O  -2.756  -3.390  0.956  -0.50
C  -1.635  -3.759  0.239  0.81
O  -1.457  -4.918  0.002  -0.52
C  -0.619  -2.698  -0.012  -0.13
C  0.304  -2.929  -1.031  -0.14
C  1.308  -2.011  -1.275  -0.19
C  1.388  -0.873  -0.494  -0.34
C  0.478  -0.626  0.516  -0.13
C  -0.532  -1.540  0.759  -0.21
H  -1.227  -1.364  1.567  0.23
H  0.577  0.273  1.103  0.23
S  2.748  0.270  -0.721  2.32
O  3.564  -0.188  -1.810  -0.94
O  2.242  1.614  -0.792  -0.97
N  3.490  0.105  0.779  -0.66
C  4.316  1.235  1.189  -0.24
H  4.088  1.464  2.233  0.20
H  4.045  2.094  0.577  0.23
C  5.788  0.809  1.015  -0.43
H  6.332  1.498  0.373  0.22
H  6.285  0.777  1.984  0.21
C  5.710  -0.595  0.404  -0.42
H  5.727  -0.538  -0.684  0.23
H  6.511  -1.248  0.743  0.22
C  4.329  -1.079  0.845  -0.23
H  4.341  -1.435  1.880  0.20
H  3.915  -1.853  0.201  0.22
H  2.037  -2.158  -2.056  0.25
H  0.210  -3.830  -1.616  0.24
H  -4.231  -0.372  -2.133  0.25
H  -6.640  1.161  0.075  0.25
H  -5.657  1.461  -1.402  0.26
H  1.072  3.071  0.447  0.25
H  0.222  4.617  0.382  0.23
H  -0.058  3.553  1.757  0.23

***

No. 3
Here is the molecule C22H21N3O7 from the Open Molecules 2025 dataset. Energies are from ωB97M-V with the def2-TZVPD basis set.

Summary:
HOMO-LUMO gap   9.3 eV
LUMO level   0.006 Eh
SMILES   COC(=O)c1cc(C(=O)OC)cc(N2C(=O)C[C@H](NNC(=O)c3ccc(C)cc3)C2=O)c1

Last column: natural (NBO) charge in e.
Geometry (Å):
C  4.281  -0.665  2.321  -0.26
H  3.771  -0.260  3.197  0.19
H  4.484  -1.724  2.493  0.20
H  5.205  -0.126  2.129  0.20
O  3.475  -0.500  1.163  -0.51
C  2.245  -1.026  1.230  0.77
O  1.823  -1.599  2.204  -0.59
C  1.465  -0.814  -0.016  -0.10
C  1.992  -0.152  -1.118  -0.14
C  1.207  0.012  -2.252  -0.17
C  -0.104  -0.457  -2.280  -0.15
C  -0.633  -1.092  -1.165  0.20
C  0.158  -1.286  -0.041  -0.18
H  -0.212  -1.805  0.829  0.25
N  -1.992  -1.481  -1.134  -0.53
C  -2.456  -2.602  -0.464  0.71
O  -1.780  -3.510  -0.072  -0.54
C  -3.962  -2.416  -0.272  -0.14
N  -4.151  -2.020  1.133  -0.43
N  -3.124  -1.193  1.620  -0.48
C  -3.045  0.137  1.325  0.65
O  -3.967  0.716  0.784  -0.62
C  -1.739  0.760  1.654  -0.18
C  -1.216  1.663  0.731  -0.11
C  0.032  2.215  0.933  -0.23
C  0.774  1.905  2.069  0.01
C  0.232  1.026  2.999  -0.21
C  -1.007  0.447  2.793  -0.18
H  -1.410  -0.225  3.537  0.22
H  0.786  0.783  3.893  0.22
C  2.128  2.511  2.270  -0.64
H  2.837  2.083  1.562  0.23
H  2.094  3.585  2.096  0.22
H  2.492  2.331  3.279  0.21
H  0.438  2.901  0.204  0.22
H  -1.794  1.909  -0.147  0.23
H  -2.363  -1.687  2.063  0.40
H  -5.033  -1.517  1.233  0.38
C  -4.326  -1.354  -1.312  -0.54
C  -3.019  -0.679  -1.651  0.73
O  -2.845  0.340  -2.251  -0.55
H  -4.740  -1.798  -2.220  0.25
H  -5.029  -0.607  -0.941  0.27
H  -4.502  -3.357  -0.401  0.23
H  -0.691  -0.303  -3.172  0.26
C  1.732  0.672  -3.478  0.78
O  1.165  0.678  -4.541  -0.58
O  2.918  1.259  -3.273  -0.51
C  3.490  1.904  -4.402  -0.26
H  2.822  2.684  -4.772  0.20
H  3.663  1.182  -5.203  0.20
H  4.430  2.332  -4.064  0.20
H  3.003  0.221  -1.099  0.25

***

No. 4
Here is a structure of composition C22H21N3OPdS2 from the Open Molecules 2025 dataset. Energies are from ωB97M-V with the def2-TZVPD basis set.

Summary:
Relative energy (zero: lowest compared OMol25 entry of this formula, charge and spin)   1.795 eV
HOMO-LUMO gap (spin up / spin down)   3.5 / 3.6 eV
Net charge   +2
LUMO level (spin up / spin down)   -0.370 / -0.369 Eh

Last column: natural (NBO) charge in e.
Geometry (Å):
Pd  0.016  0.077  0.288  0.82
C  -0.094  2.337  -3.595  -0.68
C  0.272  1.895  -2.213  0.30
N  -0.498  1.053  -1.550  -0.25
N  -1.654  0.723  -2.138  -0.27
C  -2.223  -0.322  -1.630  -0.16
S  -1.616  -1.366  -0.450  0.33
S  -3.834  -0.832  -2.037  0.47
C  -3.630  -1.575  -3.717  -0.50
C  -4.193  -0.632  -4.745  -0.09
C  -5.555  -0.626  -5.018  -0.15
C  -6.056  0.170  -6.037  -0.20
C  -5.204  0.993  -6.759  -0.18
C  -3.844  0.996  -6.484  -0.18
C  -3.344  0.206  -5.461  -0.21
C  1.482  2.348  -1.589  -0.05
C  1.930  3.657  -1.765  -0.16
C  3.112  4.075  -1.196  -0.06
C  3.958  3.174  -0.473  -0.16
C  3.583  1.893  -0.285  -0.21
C  2.308  1.426  -0.788  0.42
O  1.959  0.238  -0.613  -0.51
H  -1.132  2.667  -3.635  0.28
H  -0.010  1.471  -4.257  0.27
H  0.568  3.114  -3.963  0.25
H  -4.179  -2.513  -3.670  0.26
H  -2.572  -1.774  -3.872  0.24
H  -6.229  -1.252  -4.444  0.21
H  -7.113  0.151  -6.267  0.24
H  -5.602  1.647  -7.523  0.23
H  -3.173  1.604  -7.079  0.22
H  -2.281  0.200  -5.243  0.20
H  1.315  4.365  -2.303  0.24
H  3.410  5.109  -1.308  0.26
H  4.899  3.529  -0.074  0.26
H  4.210  1.176  0.229  0.26
C  -0.017  -0.203  6.646  -0.65
C  -0.064  -0.162  5.150  0.11
C  -1.268  -0.174  4.451  -0.23
C  -1.271  -0.139  3.074  0.06
N  -0.138  -0.083  2.365  -0.51
C  1.040  -0.081  3.024  0.04
C  1.111  -0.114  4.395  -0.23
H  -1.012  -0.259  7.080  0.24
H  0.483  0.688  7.030  0.25
H  0.561  -1.065  6.983  0.25
H  -2.210  -0.215  4.981  0.25
H  -2.197  -0.154  2.515  0.22
H  1.940  -0.061  2.424  0.21
H  2.077  -0.110  4.883  0.25

***

no.,electronic energy (Ha),largest force on an atom (eV/Å)
1,-1391.37855,1.35
2,-2263.01534,1.17
3,-1541.97227,0.53
4,-2014.03006,1.80